Record 1
{"formula": "C23H24AuN3O", "method": "ωB97M-V/def2-TZVPD", "symbols": ["Au", "O", "C", "C", "C", "C", "C", "C", "C", "C", "N", "H", "H", "H", "H", "H", "H", "H", "H", "H", "H", "H", "C", "C", "C", "C", "C", "C", "C", "C", "N", "H", "H", "H", "H", "H", "H", "H", "H", "H", "N", "C", "C", "C", "C", "C", "C", "C", "H", "H", "H", "H"], "xyz": [[1.3373, -0.0532, -0.6571], [3.6300, -0.2103, -0.8345], [4.3368, 0.5689, 0.1197], [5.0910, 1.7288, -0.5361], [4.2712, 2.4244, -1.6305], [3.0986, 3.2190, -1.1285], [3.1125, 4.6098, -1.1989], [1.9810, 5.3189, -0.8387], [0.8741, 4.6229, -0.3809], [0.9649, 3.2433, -0.2967], [2.0369, 2.5605, -0.6706], [4.1317, -0.9816, -1.1119], [5.0266, -0.0673, 0.6847], [3.5786, 0.9604, 0.7993], [6.0144, 1.3643, -0.9904], [5.3552, 2.4363, 0.2492], [3.8989, 1.6597, -2.3147], [4.9384, 3.0894, -2.1822], [3.9924, 5.1307, -1.5477], [1.9565, 6.3963, -0.9141], [-0.0325, 5.1346, -0.1001], [0.1358, 2.6577, 0.0763], [0.0246, -3.4186, 0.5948], [-1.2435, -2.6089, 0.9492], [-2.0181, -3.3413, 1.9830], [-3.2263, -3.8819, 1.6905], [-3.8336, -3.7349, 0.4298], [-3.2831, -2.8809, -0.5347], [-4.0549, -2.5405, -1.7778], [-2.0673, -2.3028, -0.2690], [-1.4586, -1.2832, -0.9817], [0.5987, -3.6371, 1.4937], [0.6578, -2.8711, -0.1001], [-0.2795, -4.3564, 0.1354], [-1.5700, -3.4498, 2.9613], [-3.7615, -4.4399, 2.4437], [-4.7860, -4.2065, 0.2423], [-5.1216, -2.6821, -1.6160], [-3.7534, -3.1809, -2.6077], [-3.8788, -1.5057, -2.0635], [-4.8484, 1.0560, 2.9055], [-3.9727, 0.6859, 2.2632], [-2.8964, 0.2164, 1.4740], [-1.8839, -0.5002, 2.0828], [-0.7890, -1.1211, 1.3074], [-0.5643, -0.5427, -0.1090], [-1.7753, 0.1335, -0.7166], [-2.8736, 0.5522, 0.1172], [-1.9471, -0.7454, 3.1336], [0.1335, -1.1458, 1.8926], [-1.6203, 0.7289, -1.6151], [-3.6364, 1.1902, -0.3029]], "atomic_forces_ev_per_a": [[-0.4, -0.6, 0.3], [-0.1, -0.1, -0.4], [0.4, 0.5, 0.3], [-0.3, -0.3, -0.1], [0.1, 0.0, 0.2], [0.2, 0.4, -0.2], [0.0, 0.0, 0.0], [-0.1, -0.1, 0.1], [0.1, 0.0, 0.0], [-0.3, 0.3, 0.1], [0.3, -0.3, -0.1], [-0.1, 0.0, 0.0], [-0.1, 0.1, 0.0], [0.1, -0.1, 0.0], [0.1, 0.0, 0.0], [0.1, 0.1, 0.0], [0.0, 0.1, -0.1], [-0.1, 0.0, 0.0], [0.1, 0.0, -0.1], [0.0, 0.1, 0.0], [-0.1, 0.0, 0.1], [-0.1, -0.1, 0.0], [-0.2, 0.0, -0.2], [0.3, 0.2, 0.0], [-0.3, 0.0, 0.0], [0.3, -0.2, 0.4], [-0.1, 0.0, -0.1], [0.2, 0.3, -0.2], [0.1, 0.0, 0.0], [-0.5, -0.4, 0.5], [0.3, -0.3, -1.0], [0.0, 0.0, 0.1], [0.0, 0.1, -0.1], [0.0, -0.1, 0.0], [0.0, -0.1, 0.1], [0.0, -0.1, 0.2], [-0.1, 0.0, 0.0], [-0.1, 0.0, 0.0], [0.0, 0.0, -0.1], [0.0, 0.1, -0.1], [-0.2, 0.1, 0.1], [-0.6, 0.2, 0.5], [0.7, -0.1, -0.5], [-0.1, 0.1, -0.1], [0.0, -0.2, -0.1], [0.3, 0.3, 0.0], [0.3, 0.2, -0.4], [-0.2, -0.1, 0.4], [-0.1, 0.1, 0.1], [-0.1, 0.0, -0.1], [0.0, 0.0, 0.2], [-0.1, 0.0, 0.1]], "mulliken_charge": [-0.3887, -0.4572, -0.4362, -0.7427, -0.7427, 0.4729, -0.6652, -0.3457, -0.7998, -0.1377, 0.1103, 0.2251, 0.4365, 0.2567, 0.3244, 0.3560, 0.2736, 0.4127, 0.3352, 0.4077, 0.4143, 0.3373, -1.7557, 2.3038, -1.4186, -0.5401, -0.7588, 0.9233, -1.5808, -0.4690, -0.3448, 0.4431, 0.2514, 0.4357, 0.5094, 0.4246, 0.4053, 0.3968, 0.3364, 0.3043, -0.5470, -0.1792, 1.1062, -1.0963, 0.3048, -0.1796, -0.0716, -1.2004, 0.3950, 0.8302, 0.6292, 0.4955], "total_energy_ev": -34445.7723, "spin_multiplicity": 3, "orbital_gap_ev": [6.19, 7.06], "e_lumo_ha": [0.0069, -0.0142], "fmax_ha_per_bohr": 0.021}

---

Record 2
{"formula": "C8H13FN2", "method": "ωB97M-V/def2-TZVPD", "symbols": ["C", "C", "C", "C", "C", "C", "C", "C", "N", "N", "F", "H", "H", "H", "H", "H", "H", "H", "H", "H", "H", "H", "H", "H"], "xyz": [[3.5507, -0.6749, -0.2658], [3.0099, 0.5824, -0.3097], [1.0637, -0.0704, 0.1518], [-1.2814, -0.0172, 0.8930], [-0.4614, 0.7662, -1.3555], [-0.0587, 2.0697, 0.7551], [0.5171, -2.4305, 0.0782], [-0.1883, 0.6593, 0.1397], [2.7183, -1.6853, -0.0296], [1.4399, -1.3151, 0.1039], [3.4889, 1.8298, -0.3562], [4.5136, -0.9967, -0.5287], [-1.5050, 0.3452, 1.9077], [-2.2187, 0.0997, 0.3627], [-1.0011, -1.1146, 0.8843], [-0.1364, -0.1990, -1.7209], [-1.3899, 1.1231, -1.6176], [0.3505, 1.4524, -1.7003], [0.4261, 2.8044, 0.1470], [-1.0459, 2.5307, 1.0016], [0.5777, 2.0699, 1.6309], [-0.1190, -2.5177, 1.0269], [-0.2877, -2.5097, -0.7054], [1.2801, -3.2310, -0.0059]], "atomic_forces_ev_per_a": [[-1.6, 1.9, 0.2], [-4.3, -1.5, 1.2], [7.1, 1.7, -0.2], [-0.7, -2.5, 0.4], [3.5, 0.0, 0.3], [-0.2, 0.5, 0.4], [-0.8, -2.2, 1.2], [-0.5, 2.2, 0.1], [-0.3, -1.5, -0.5], [-1.2, 1.4, -0.1], [-0.2, -0.9, 0.0], [1.4, 0.1, -0.1], [0.7, -0.2, -0.2], [-0.2, -0.1, -0.2], [-1.3, 1.5, 0.6], [-0.9, -0.2, -1.0], [-2.2, 0.5, -0.7], [-0.8, -0.4, -0.2], [0.4, 0.2, -1.0], [0.6, -0.7, -0.1], [-0.2, -0.3, 0.6], [1.6, -0.1, -1.0], [1.4, 0.7, 0.1], [-1.2, -0.2, 0.1]], "mulliken_charge": [-0.4073, 0.0664, -0.4907, -1.2877, -1.6703, -1.8820, -0.9589, 2.2804, -1.2009, 0.9486, -0.2562, 0.4815, 0.3425, 0.3845, 0.0036, 0.4210, 0.5350, 0.3545, 0.4169, 0.3907, 0.4767, 0.4127, 0.3117, 0.3272], "total_energy_ev": -14198.7622, "de_lowest_ev": 2.6516, "orbital_gap_ev": 8.18, "e_lumo_ha": 0.0263, "fmax_ha_per_bohr": 0.143}

---

Record 3
{"formula": "C8H16N2", "method": "ωB97M-V/def2-TZVPD", "symbols": ["C", "C", "C", "C", "N", "C", "N", "H", "H", "H", "H", "H", "H", "H", "H", "C", "C", "C", "H", "H", "H", "H", "H", "H", "H", "H"], "xyz": [[2.7373, -0.3508, -0.4389], [2.2253, 1.0912, -0.8896], [0.8062, 1.1297, -0.9933], [-0.2377, 0.9611, -1.9881], [-1.4349, 1.5436, -1.5152], [-1.1442, 1.8123, -0.1126], [0.1664, 1.6646, 0.1580], [1.9840, -0.9540, 0.1278], [3.6377, -0.2855, 0.1163], [3.0331, -0.8574, -1.2939], [2.5557, 1.7606, -0.1383], [2.8344, 1.5426, -1.6367], [-0.1217, 0.5002, -3.0395], [-2.4909, 1.2127, -1.7829], [-1.8581, 2.4410, 0.5574], [-1.9723, -2.2149, 0.7619], [-0.7948, -1.5326, 1.6343], [-0.2881, -2.5948, 2.5380], [-1.9530, -3.3720, 0.9875], [-1.9472, -2.0833, -0.3747], [-2.8976, -1.6761, 1.0957], [-0.1114, -1.2366, 0.8421], [-1.3727, -0.7257, 2.1736], [0.4931, -3.4112, 2.3847], [0.1739, -1.9801, 3.3166], [-1.0698, -3.1408, 3.0942]], "atomic_forces_ev_per_a": [[-1.3, 1.3, 0.3], [2.5, -2.3, 1.1], [-6.2, 1.5, -0.8], [2.2, -0.1, -0.2], [-1.4, -2.0, 2.2], [1.1, 1.3, -0.9], [-2.5, -0.1, -1.3], [0.6, 0.8, -0.5], [0.8, 0.3, 0.9], [0.2, -1.4, -1.8], [-0.5, 0.6, 1.5], [0.1, -0.5, -1.7], [-0.5, 1.1, 2.0], [3.8, 1.1, 0.7], [1.3, -1.6, -1.4], [-0.2, -0.6, -0.2], [-2.9, -1.4, -3.0], [1.6, -0.5, 3.2], [-0.6, 2.4, -0.5], [0.4, -0.1, 1.5], [0.3, -1.2, -0.3], [0.4, 0.8, 0.7], [1.6, -0.6, -0.4], [-0.9, 1.3, -1.1], [0.4, -0.4, 0.5], [-0.2, 0.4, -0.4]], "mulliken_charge": [-0.8382, -0.6744, 0.4411, -0.5360, -0.2283, -0.2022, -0.4413, 0.0897, 0.3681, 0.3035, 0.3187, 0.4424, 0.3270, 0.3147, 0.3311, -0.9507, 0.6843, -1.4310, 0.2902, 0.2462, 0.2095, -0.4552, 0.3097, 0.3098, 0.3600, 0.4112], "total_energy_ev": -11532.7600, "de_lowest_ev": 3.2248, "orbital_gap_ev": 9.16, "e_lumo_ha": 0.0298, "fmax_ha_per_bohr": 0.126}